No. 1
Below is a single C4H10S molecule in a non-equilibrium geometry, with properties calculated with the ωB97M-V functional and the def2-TZVPD basis.

As for the energy above the lowest of the compared OMol25 structures with the same formula, charge and spin: 0.485 eV. Its molecular weight is 90.2 u. For the total energy, the calculation gives -556.564170 Eh. The LUMO energy is 0.8 eV. As for the SMILES: CC(C)(C)S. The value obtained for the highest occupied orbital energy is -0.3270 hartree. Its charge is 0.

Each line ends with the Mulliken charge.
Element x y z (Å)
C1 -0.273 -1.188 -1.177  -1.523
C2 0.098 -0.353 0.065  0.933
C3 -0.963 -0.658 1.247  -1.222
C4 1.497 -0.550 0.644  -1.576
S1 -0.115 1.446 -0.395  -0.210
H1 0.201 -2.171 -1.039  0.358
H2 -1.318 -1.171 -1.227  0.450
H3 0.186 -0.698 -1.932  0.442
H4 -0.564 -1.494 1.849  0.329
H5 -1.900 -0.826 0.724  0.395
H6 -1.043 0.195 1.936  0.320
H7 1.765 0.136 1.463  0.367
H8 2.169 -0.268 -0.119  0.445
H9 1.559 -1.654 0.906  0.365
H10 -1.364 1.311 -0.917  0.127


No. 2
Below is 13 unconnected molecules or ions with the total composition C51H92F4N2O21 in a non-equilibrium geometry, with properties calculated with the ωB97M-V functional and the def2-TZVPD basis.

Its molecular weight is 1145.3 u. For the total energy, the calculation gives -4087.437822 Eh. The LUMO energy is 0.1 eV. The value obtained for the highest occupied orbital energy is -0.3060 hartree. Its charge is 0.

Each line ends with the Mulliken charge.
Element x y z (Å)
C1 3.929 5.223 -3.206  -2.005
C2 3.646 6.023 -1.950  1.374
C3 2.450 6.948 -2.279  -0.974
C4 1.709 7.541 -1.093  -0.977
C5 1.449 6.519 0.024  -0.895
C6 2.663 5.667 0.352  2.215
N1 3.288 5.106 -0.865  1.609
O1 4.322 4.187 -0.567  -0.665
C7 3.672 6.449 1.187  -1.952
C8 2.138 4.466 1.157  -1.519
C9 4.870 6.925 -1.648  -1.773
H1 4.599 4.380 -2.996  0.498
H2 4.323 5.775 -4.054  0.476
H3 3.041 4.651 -3.514  0.088
H4 2.876 7.770 -2.857  0.394
H5 1.738 6.341 -2.843  0.331
H6 0.742 7.919 -1.434  0.458
H7 2.246 8.414 -0.709  0.382
H8 0.541 5.957 -0.204  -0.039
H9 1.140 7.103 0.898  0.477
H10 3.680 7.515 0.953  0.339
H11 3.490 6.448 2.270  0.455
H12 4.680 6.039 1.115  0.335
H13 1.966 4.763 2.203  0.584
H14 1.132 4.171 0.864  -0.447
H15 2.743 3.569 1.268  -0.106
H16 5.358 7.273 -2.557  0.522
H17 5.562 6.425 -0.971  0.116
H18 4.566 7.831 -1.116  0.396
H19 3.924 3.347 -0.837  -0.015
C10 -3.876 -1.987 0.756  -0.083
C11 -4.964 -3.066 0.760  2.106
C12 -4.404 -4.427 1.167  -1.504
C13 -4.163 -4.625 2.671  0.276
C14 -5.449 -4.411 3.432  -1.474
C15 -6.027 -3.036 3.130  1.476
N2 -6.077 -2.787 1.688  0.244
O2 -6.807 -1.631 1.333  -0.501
C16 -7.490 -3.050 3.628  -1.978
C17 -5.270 -1.895 3.850  -1.473
C18 -5.576 -3.234 -0.633  -1.416
H20 -3.205 -2.183 -0.081  -0.245
H21 -3.264 -1.999 1.660  -0.484
H22 -4.259 -0.964 0.699  0.244
H23 -5.189 -5.153 0.917  0.510
H24 -3.535 -4.802 0.623  0.034
H25 -3.351 -3.983 3.031  -0.599
H26 -3.770 -5.642 2.763  0.648
H27 -5.375 -4.511 4.519  0.516
H28 -6.159 -5.193 3.143  0.337
H29 -8.019 -3.845 3.102  0.490
H30 -7.431 -3.355 4.678  0.399
H31 -8.024 -2.113 3.518  0.333
H32 -5.257 -2.142 4.916  0.403
H33 -4.242 -1.908 3.490  0.173
H34 -5.733 -0.918 3.741  0.452
H35 -6.137 -4.152 -0.767  0.436
H36 -4.741 -3.224 -1.350  -0.034
H37 -6.119 -2.351 -0.976  0.302
H38 -6.229 -0.904 1.631  0.372
C19 1.273 -5.005 1.249  -1.375
C20 -0.087 -4.670 0.658  0.974
O3 -0.617 -3.598 0.858  -0.136
C21 -0.596 -5.679 -0.328  -1.304
H39 1.488 -4.222 1.986  0.231
H40 2.063 -5.021 0.509  0.172
H41 1.229 -5.879 1.904  0.433
H42 -1.423 -5.234 -0.882  0.195
H43 -0.959 -6.604 0.125  0.438
H44 0.222 -5.930 -1.000  0.251
C22 -4.281 0.757 -4.960  -1.569
C23 -3.703 0.697 -3.564  0.678
O4 -3.162 1.674 -3.072  -0.463
C24 -4.004 -0.486 -2.688  -0.071
H45 -3.937 1.656 -5.458  0.364
H46 -5.367 0.692 -4.909  0.390
H47 -3.910 -0.123 -5.497  0.377
H48 -5.090 -0.518 -2.537  0.417
H49 -3.591 -0.465 -1.687  -0.261
H50 -3.739 -1.381 -3.261  0.160
C25 -1.467 3.757 0.995  0.058
C26 -2.680 2.892 1.280  0.356
O5 -3.162 2.839 2.380  -0.643
C27 -3.397 2.234 0.126  -0.578
H51 -0.653 3.199 1.457  -0.372
H52 -1.553 4.758 1.417  0.469
H53 -1.384 3.947 -0.074  0.128
H54 -2.734 1.770 -0.604  0.013
H55 -3.982 2.947 -0.460  0.497
H56 -4.096 1.520 0.558  0.127
C28 3.765 -2.568 -1.225  -0.094
C29 2.898 -3.524 -1.992  0.506
O6 1.701 -3.556 -1.846  -0.047
C30 3.610 -4.530 -2.855  -1.618
H57 4.248 -1.855 -1.886  0.147
H58 4.461 -3.094 -0.568  0.568
H59 3.218 -1.939 -0.515  -0.541
H60 4.089 -5.296 -2.242  0.362
H61 4.366 -4.075 -3.494  0.392
H62 2.858 -5.008 -3.483  0.320
C31 -1.448 -3.600 -3.395  0.180
C32 -1.146 -4.728 -4.347  0.327
O7 -0.991 -4.551 -5.528  -0.573
C33 -0.987 -6.119 -3.791  -0.621
H63 -1.202 -2.665 -3.900  0.415
H64 -0.828 -3.662 -2.501  -0.507
H65 -2.502 -3.591 -3.111  0.184
H66 -1.918 -6.692 -3.716  0.334
H67 -0.607 -6.088 -2.764  -0.114
H68 -0.332 -6.761 -4.377  0.379
C34 0.245 3.560 -2.437  1.145
C35 -0.321 3.250 -3.819  0.486
O8 -1.083 3.977 -4.388  -0.637
C36 0.006 1.891 -4.356  -1.008
H69 1.290 3.276 -2.602  -0.670
H70 -0.232 2.897 -1.722  -0.256
H71 0.223 4.615 -2.190  0.049
H72 -0.626 1.642 -5.202  0.367
H73 0.055 1.131 -3.575  -0.107
H74 1.030 1.904 -4.751  0.458
C37 1.354 2.004 4.138  -0.517
C38 1.472 0.785 5.005  0.689
O9 1.853 -0.278 4.572  -0.522
C39 1.149 0.902 6.474  -1.414
H75 0.786 2.789 4.628  0.446
H76 1.079 1.782 3.111  -0.080
H77 2.410 2.311 4.094  0.286
H78 1.461 1.843 6.925  0.408
H79 1.576 0.070 7.026  0.347
H80 0.057 0.834 6.542  0.297
C40 4.393 1.372 1.623  0.780
C41 5.187 0.200 2.234  0.177
O10 6.324 0.175 1.426  -0.387
C42 6.047 0.757 0.214  0.370
O11 6.795 0.632 -0.738  -0.582
O12 4.875 1.429 0.282  0.149
F1 4.504 -0.962 2.041  -0.233
H81 4.608 2.286 2.180  0.290
H82 3.323 1.197 1.652  -0.860
H83 5.418 0.333 3.284  0.298
C43 0.612 -0.722 0.950  -0.016
C44 0.078 -0.877 -0.483  1.177
O13 0.910 -0.001 -1.226  -0.177
C45 1.528 0.859 -0.407  -0.662
O14 2.219 1.751 -0.747  0.637
O15 1.281 0.557 0.866  0.388
F2 -1.231 -0.493 -0.542  -0.148
H84 1.358 -1.484 1.166  -0.015
H85 -0.141 -0.689 1.727  0.258
H86 0.165 -1.851 -0.950  -0.810
C46 4.576 0.625 -3.185  0.754
C47 4.292 1.599 -4.344  1.184
O16 3.535 0.835 -5.231  -0.403
C48 3.723 -0.492 -4.982  0.606
O17 3.356 -1.384 -5.650  -0.521
O18 4.329 -0.642 -3.793  -0.392
F3 5.468 2.008 -4.907  -0.373
H87 3.901 0.736 -2.339  -0.828
H88 5.622 0.755 -2.915  0.267
H89 3.767 2.478 -3.982  -0.342
C49 -0.362 -2.916 6.128  -0.271
C50 -1.265 -3.085 4.924  0.198
O19 -0.779 -4.313 4.408  -0.096
C51 -0.404 -5.087 5.448  0.466
O20 -0.127 -6.225 5.424  -0.505
O21 -0.249 -4.283 6.550  -0.388
F4 -1.106 -2.092 4.006  -0.107
H90 -0.935 -2.216 6.741  0.342
H91 0.653 -2.571 5.938  0.213
H92 -2.327 -3.255 5.126  0.201